ORCA calculation (wB97M-V/def2-TZVPD) on a 12-piece molecular cluster, C34H68IN12O27S overall in a non-equilibrium geometry.

For the energy, the calculation gives -4719.460899 a.u. As for the total charge: +1. The HOMO energy is -11.34 eV. As for the maximum force: 1.557 eV/A.

Geometry (Å):
C 2.384 0.143 5.915
C 1.125 -0.218 5.585
C 0.474 0.113 4.258
C 1.357 0.893 3.322
C 1.388 2.294 3.391
S 0.463 3.140 4.619
C 2.173 3.031 2.488
C 2.143 4.542 2.545
C 0.781 5.170 2.209
O 0.306 4.803 0.902
C -0.575 3.733 0.895
O -0.170 2.609 0.820
C -2.025 4.122 0.947
C -2.922 2.913 1.195
C 2.949 2.345 1.566
C 3.847 3.133 0.645
C 3.105 3.844 -0.487
C 3.907 5.008 -1.055
O 4.008 6.012 -0.060
N 2.908 0.984 1.516
C 3.703 0.278 0.497
C 3.239 0.459 -0.966
C 1.716 0.579 -1.191
C 1.333 1.560 -2.276
O 0.427 2.331 -2.241
O 2.169 1.437 -3.365
C 2.145 0.251 2.382
C 2.144 -1.264 2.387
C 0.992 -1.873 1.541
C 1.428 -2.423 0.175
I 0.208 -3.562 2.651
H 2.747 1.163 5.808
H 3.081 -0.573 6.339
H 0.516 -0.785 6.285
H 0.221 -0.863 3.839
H -0.488 0.630 4.348
H 0.500 2.211 5.583
H 2.881 5.018 1.907
H 2.387 4.843 3.570
H 0.006 4.964 2.945
H 0.908 6.253 2.202
H -2.258 4.626 0.006
H -2.115 4.863 1.746
H -2.753 2.172 0.417
H -2.646 2.454 2.145
H -3.964 3.222 1.211
H 4.325 3.886 1.272
H 4.658 2.549 0.219
H 2.932 3.156 -1.313
H 2.133 4.225 -0.185
H 4.883 4.656 -1.408
H 3.377 5.356 -1.948
H 4.892 6.386 -0.103
H 3.721 -0.775 0.719
H 4.735 0.615 0.565
H 3.780 1.272 -1.439
H 3.588 -0.452 -1.455
H 1.323 -0.379 -1.540
H 1.143 0.836 -0.300
H 2.572 2.289 -3.569
H 1.994 -1.577 3.415
H 3.093 -1.702 2.096
H 0.154 -1.183 1.491
H 2.326 -1.932 -0.191
H 1.568 -3.500 0.203
H 0.626 -2.250 -0.546
C -3.488 -3.826 0.939
N -4.140 -5.158 0.847
O -4.093 -5.744 -0.214
O -4.677 -5.572 1.853
H -3.047 -3.586 -0.020
H -4.252 -3.102 1.212
H -2.725 -3.891 1.707
C -0.250 -6.118 -1.909
N -0.794 -5.086 -0.989
O -0.825 -5.333 0.196
O -1.179 -4.045 -1.492
H 0.049 -6.977 -1.321
H -1.044 -6.366 -2.608
H 0.601 -5.683 -2.424
C -4.665 -1.226 -2.119
N -5.200 -0.725 -0.820
O -4.400 -0.316 0.003
O -6.400 -0.761 -0.670
H -3.586 -1.132 -2.101
H -4.968 -2.262 -2.219
H -5.101 -0.620 -2.903
C 0.719 8.251 -0.166
N -0.060 9.085 0.785
O -0.065 8.748 1.953
O -0.656 10.036 0.332
H 1.181 7.445 0.391
H 0.027 7.869 -0.911
H 1.468 8.888 -0.626
C -3.546 8.945 0.637
N -4.736 8.089 0.374
O -4.729 6.960 0.825
O -5.630 8.578 -0.278
H -2.838 8.373 1.226
H -3.129 9.222 -0.326
H -3.881 9.825 1.175
C 4.716 -6.669 0.153
N 3.355 -6.172 -0.187
O 2.814 -5.402 0.584
O 2.859 -6.563 -1.223
H 5.033 -6.242 1.103
H 4.648 -7.753 0.210
H 5.375 -6.370 -0.657
C -4.940 -4.097 4.806
N -5.424 -3.549 6.103
O -4.594 -3.124 6.882
O -6.620 -3.563 6.292
H -3.860 -4.014 4.788
H -5.256 -5.133 4.743
H -5.395 -3.512 4.013
C -6.456 -1.989 -6.216
N -5.148 -2.513 -5.744
O -4.652 -3.440 -6.342
O -4.654 -1.968 -4.773
H -6.766 -2.570 -7.076
H -7.164 -2.093 -5.399
H -6.314 -0.946 -6.477
C -5.662 -1.032 -10.554
N -6.213 -0.528 -9.267
O -5.431 -0.105 -8.437
O -7.414 -0.576 -9.123
H -4.585 -0.925 -10.529
H -5.957 -2.073 -10.646
H -6.103 -0.436 -11.348
C 8.128 -7.016 3.587
N 7.251 -6.504 2.500
O 7.713 -6.412 1.385
O 6.110 -6.208 2.806
H 9.101 -7.234 3.163
H 8.189 -6.241 4.345
H 7.660 -7.909 3.988
C 2.703 -2.446 -3.593
N 3.622 -3.372 -2.876
O 4.254 -2.915 -1.938
O 3.675 -4.512 -3.264
H 2.781 -1.472 -3.125
H 3.013 -2.403 -4.632
H 1.697 -2.847 -3.508

Force components x, y, z for each atom (eV/Å):
C -0.322 -0.168 0.080
C 0.324 0.472 0.087
C -0.430 0.736 0.385
C -0.125 0.339 -0.007
C 0.300 -0.418 0.009
S 0.057 0.419 0.071
C -0.240 0.021 0.187
C -0.196 0.030 0.199
C 0.143 0.174 -0.244
O -0.033 0.103 0.164
C -0.216 -0.069 -0.210
O 0.176 -0.075 0.067
C 0.202 -0.238 0.278
C 0.410 0.281 -0.149
C -0.114 0.137 -0.016
C 0.022 0.045 0.070
C 0.160 0.248 -0.387
C -0.293 -0.651 -0.211
O 0.245 0.036 -0.103
N -0.084 -0.212 0.253
C 0.291 0.246 -0.648
C -0.195 -0.391 0.184
C -0.189 -0.052 -0.157
C 0.211 -0.046 0.098
O 0.029 0.156 0.029
O 0.447 -0.133 0.292
C 0.033 -0.049 0.059
C -0.300 -0.061 -0.100
C 0.462 -0.610 0.186
C -0.761 0.328 -0.141
I -0.067 0.251 0.337
H 0.512 -0.332 -1.432
H -0.480 0.386 1.409
H 0.416 -1.214 -0.613
H -0.024 0.036 0.000
H -0.013 -0.022 0.011
H 0.021 -0.181 -0.129
H 0.005 -0.162 -0.069
H -0.048 0.037 0.015
H -0.002 -0.116 0.047
H -0.037 -0.018 0.004
H -0.009 0.092 0.036
H -0.141 0.136 -0.119
H -0.205 -0.052 -0.018
H -0.183 -0.034 0.047
H -0.055 -0.127 0.028
H 0.042 0.007 -0.067
H -0.035 -0.143 0.105
H -0.100 -0.054 0.064
H -0.013 -0.140 0.120
H 0.125 0.131 0.223
H 0.003 0.316 0.117
H -0.059 0.194 0.062
H -0.107 0.017 0.189
H -0.003 -0.036 0.146
H -0.076 0.111 0.062
H 0.133 0.131 -0.112
H -0.004 -0.039 0.079
H 0.046 0.121 -0.005
H -0.437 0.126 -0.420
H 0.238 0.200 0.071
H 0.010 -0.030 -0.010
H 0.022 0.054 -0.145
H 0.101 -0.139 -0.035
H 0.388 0.053 0.050
H 0.016 -0.019 -0.029
C -0.076 0.231 -0.117
N 0.078 0.061 -0.021
O 0.002 -0.020 -0.009
O -0.035 -0.049 0.063
H 0.039 -0.058 -0.033
H -0.024 -0.059 0.085
H -0.012 0.003 0.045
C -0.049 -0.153 -0.004
N 0.042 -0.163 -0.056
O -0.138 -0.046 -0.180
O 0.078 0.106 0.020
H 0.019 0.042 0.034
H 0.000 0.065 -0.032
H -0.005 0.006 -0.014
C 0.131 0.107 0.254
N 0.158 -0.059 -0.133
O -0.010 -0.014 0.089
O -0.028 0.010 0.077
H 0.002 0.002 0.015
H -0.100 0.022 -0.049
H -0.100 -0.046 -0.013
C 0.172 -0.117 -0.011
N -0.004 -0.105 0.027
O -0.032 -0.030 0.058
O -0.003 0.042 -0.035
H 0.010 0.003 -0.036
H -0.011 0.073 -0.032
H -0.067 0.048 -0.058
C 0.113 -0.057 0.043
N 0.043 0.003 0.043
O 0.022 -0.075 -0.010
O -0.022 -0.003 -0.008
H -0.043 -0.023 0.037
H -0.063 0.097 -0.007
H -0.027 0.042 -0.075
C 0.030 0.124 0.192
N 0.030 -0.043 -0.065
O 0.026 0.073 0.038
O -0.016 -0.034 0.032
H -0.280 -0.070 -0.400
H 0.014 -0.008 -0.102
H -0.039 -0.055 -0.057
C 0.159 -0.019 -0.049
N 0.050 0.002 -0.024
O 0.022 0.026 0.018
O -0.040 0.000 0.011
H 0.004 0.004 0.027
H -0.092 0.026 -0.040
H -0.098 -0.060 0.006
C -0.140 -0.059 -0.016
N -0.005 -0.011 -0.024
O 0.039 -0.013 -0.028
O 0.000 -0.049 -0.188
H 0.028 -0.030 0.005
H 0.043 0.034 0.043
H -0.016 0.028 0.063
C 0.154 0.025 -0.024
N 0.015 0.026 -0.039
O 0.091 0.031 -0.055
O -0.040 -0.045 0.026
H -0.001 0.016 0.040
H -0.076 0.020 -0.026
H -0.072 -0.046 0.000
C 0.144 -0.048 -0.046
N -0.002 -0.018 0.100
O 0.010 0.010 -0.054
O 0.222 0.048 0.307
H -0.012 0.011 -0.038
H -0.073 -0.022 0.034
H -0.053 0.045 0.046
C -0.044 0.154 0.036
N -0.078 0.098 0.000
O 0.021 -0.021 0.077
O 0.052 -0.016 0.007
H -0.017 0.017 -0.065
H -0.019 -0.104 -0.017
H 0.003 -0.073 -0.053

ORCA calculation (wB97M-V/def2-TZVPD) on C5H10N2 in the gas phase in a non-equilibrium geometry.

Its energy relative to the best compared isomer or geometry (same formula, charge and spin) is 99.1 kcal/mol. Its SMILES is [H]/N=C\N/C(C)=C\C. For the energy, the calculation gives -305.865901 a.u. The HOMO energy is -8.74 eV. As for the maximum force: 8.694 eV/A.

Geometry (Å):
C -0.357 2.138 -0.188
C -1.132 0.943 0.161
C -0.824 -0.284 -0.155
C -1.592 -1.583 0.351
C 1.690 -0.525 -0.267
H -0.892 2.801 -1.060
H 0.622 1.736 -0.680
H -0.005 2.682 0.867
H -1.928 1.245 0.812
H -1.236 -2.301 -0.603
H -0.836 -2.045 1.211
H -2.803 -1.370 0.243
H 0.325 -1.267 -1.430
H 2.382 -0.651 -1.089
H 1.083 -0.006 1.688
N 0.475 -0.663 -0.806
N 1.893 -0.046 0.897

Force components x, y, z for each atom (eV/Å):
C 2.784 1.466 -1.013
C -0.221 1.549 0.192
C 1.077 -3.316 1.012
C 2.085 -0.216 -3.310
C -0.979 1.605 1.773
H 1.192 -1.170 2.679
H -1.559 1.236 0.836
H -1.128 -0.854 -3.102
H -0.981 -0.850 0.131
H -1.690 1.250 2.510
H -3.018 1.125 -1.545
H 3.340 -1.094 1.287
H -0.950 -5.782 -6.416
H 1.285 -0.163 0.602
H 1.945 -0.151 -3.306
N -3.271 5.802 5.588
N 0.088 -0.438 2.082

- maximum force of number 1 (C34H68IN12O27S)?
  1.557 eV/A